(1)
Density functional theory data (the ωB97M-V functional and the def2-TZVPD basis) for a structure of composition C10H24F2FeNO10S2 in a non-equilibrium geometry.

Geometry (Å):
Fe1 0.14635 0.51995 0.52044
N1 -1.23238 1.87691 0.20351
S1 -1.87698 3.04891 0.89492
O1 -3.24459 2.88649 1.43162
O2 -1.57023 4.35287 0.37206
F1 -0.91052 3.04836 2.13244
S2 -2.31255 2.04924 -1.12961
O3 -2.00772 3.05844 -2.12097
O4 -3.73659 1.70468 -0.95136
F2 -1.75063 0.75670 -1.94436
C1 2.49194 0.63560 1.52387
O5 3.51930 0.74683 2.17298
O6 1.98155 -0.37346 1.00609
O7 1.75842 1.58951 1.59734
C2 0.55357 -1.21235 4.16721
C3 -0.36498 -1.39443 2.98416
C4 -1.64650 -2.08833 3.43197
O8 -0.72890 -0.13297 2.48254
H1 0.00193 -1.10542 5.10122
H2 1.17350 -0.33424 3.98636
H3 1.14042 -2.10112 4.39914
H4 0.09364 -1.92756 2.15136
H5 -2.17559 -2.41412 2.53641
H6 -2.32873 -1.46174 4.00646
H7 -1.42778 -3.00407 3.98123
H8 -0.96913 0.26909 3.32054
C5 2.69814 2.29941 -2.08388
C6 1.26717 1.87554 -2.30617
C7 0.97588 1.68865 -3.85320
O9 1.08569 0.68302 -1.55351
H9 2.88811 3.09227 -2.80733
H10 3.41296 1.48212 -2.17964
H11 2.74551 2.76115 -1.09765
H12 0.55205 2.56465 -1.85691
H13 -0.00182 1.23817 -4.02426
H14 1.79833 1.11177 -4.27615
H15 0.99571 2.63908 -4.38648
H16 1.71695 0.06404 -1.92764
C8 -0.06931 -3.50811 -0.46340
C9 0.00961 -2.15439 -1.26674
C10 -0.71620 -2.13081 -2.60590
O10 -0.65660 -1.25695 -0.37959
H17 0.73818 -4.21050 -0.67009
H18 -0.95880 -4.04568 -0.79191
H19 -0.00895 -3.39932 0.61948
H20 1.03622 -1.79127 -1.31478
H21 -0.65510 -1.11115 -2.98623
H22 -1.75048 -2.45603 -2.49366
H23 -0.16442 -2.76390 -3.30077
H24 -1.51580 -1.66553 -0.25135

Atoms 1-6, force components in eV/Å:
3.3 -0.4 1.1
-2.4 -1.4 -4.5
-2.1 6.5 7.5
2.9 -0.3 -1.0
-0.5 -0.8 -0.8
-0.2 -0.6 0.7

The HOMO energy (spin up / spin down) comes out at -3.45 / -3.65 eV. The expectation value of S² is 6.0127. The spin multiplicity is 5. The value obtained for the LUMO energy (spin up / spin down) is 2.37 / 2.37 eV. The energy above the lowest of the compared OMol25 structures with the same formula, charge and spin is 0.0 kcal/mol. The energy comes out at -3462.40447 a.u. As for the charge: -1. The gap between HOMO and LUMO (spin up / spin down) is 5.82 / 6.03 eV.

Atom charges from the Löwdin analysis, given in e for atoms 1 to 5: 0.811 -0.315 0.410 -0.288 -0.258


(2)
Density functional theory data (the ωB97M-V functional and the def2-TZVPD basis) for the ion C4H7BrN with charge +1 in a non-equilibrium geometry.

Geometry (Å):
C1 0.49818 -2.01355 -0.33244
C2 0.91764 -0.61138 -0.15718
Br1 2.59926 0.20806 -0.12362
N1 -0.17481 0.22411 0.03511
C3 -1.18329 -0.08754 0.78836
C4 -0.05194 1.61955 -0.44516
H1 1.05326 -2.83075 -0.80450
H2 -0.51928 -2.17430 -0.00040
H3 -2.03108 0.55274 0.99101
H4 -1.32987 -0.85119 1.53930
H5 -0.89461 2.16358 -0.54340
H6 0.59810 1.76638 -1.32614
H7 0.51843 2.03430 0.37906

Atoms 1-6, force components in eV/Å:
2.0 4.9 0.3
-0.6 -6.5 -1.0
-0.2 -0.7 -0.3
-2.6 1.1 1.6
-0.2 1.1 0.8
3.9 -0.7 0.4

The HOMO energy (spin up / spin down) comes out at -13.86 / -13.86 eV. Its SMILES is C=C(Br)[N+](=C)C. The value obtained for the LUMO energy (spin up / spin down) is -5.72 / -5.72 eV. The energy above the lowest of the compared OMol25 structures with the same formula, charge and spin is 44.4 kcal/mol. The energy comes out at -2785.00769 a.u. As for the charge: +1. The gap between HOMO and LUMO (spin up / spin down) is 8.13 / 8.13 eV.

Atom charges from the Löwdin analysis, given in e for atoms 1 to 5: 0.143 -0.697 0.903 -0.188 0.172


(3)
Density functional theory data (the ωB97M-V functional and the def2-TZVPD basis) for a cluster of 3 separate species, C18H44BrF3N7O3P2S in total in a non-equilibrium geometry.

Geometry (Å):
F1 -0.57501 0.20669 0.06523
C1 0.02312 -0.54425 -0.85798
F2 -0.40331 -1.80484 -0.71783
F3 1.34156 -0.52219 -0.59212
O1 -0.29833 -0.02391 -2.06657
C2 0.13648 -0.77496 -3.19367
C3 1.49514 -0.39855 -3.76532
C4 1.58070 0.86964 -4.66349
C5 2.79814 0.49636 -5.48320
Br1 3.94058 1.65868 -6.28106
N1 2.95208 -0.79040 -5.53750
S1 4.22636 -1.68432 -6.26380
C6 1.78461 -1.42593 -4.87227
H1 -0.59909 -0.56753 -3.97121
H2 0.07452 -1.84577 -3.00416
H3 2.32121 -0.46162 -3.05750
H4 1.93229 1.69611 -4.04129
H5 0.68346 1.05649 -5.24774
H6 4.60039 -2.27923 -5.12069
H7 1.83873 -2.48634 -4.66069
H8 0.97995 -1.27983 -5.60251
O2 3.74666 3.74942 -2.00778
P1 2.80773 4.13871 -0.91027
N2 3.06402 5.80192 -0.78524
C7 2.79976 6.54925 0.42888
C8 2.68693 6.55889 -1.97063
N3 3.53544 3.34755 0.43632
C9 4.71892 3.92373 1.06372
C10 3.74931 1.94469 0.10172
N4 1.18078 4.07573 -0.30468
C11 0.92057 3.64975 1.06841
C12 0.23475 3.41490 -1.21938
H9 1.72974 6.73806 0.59415
H10 3.30556 7.51376 0.36026
H11 3.19636 6.05093 1.30738
H12 1.59842 6.70261 -2.04134
H13 3.02613 6.04574 -2.86989
H14 3.16364 7.53948 -1.95304
H15 5.47978 4.24104 0.34050
H16 5.16548 3.18198 1.72710
H17 4.46223 4.77409 1.69009
H18 4.62482 1.79665 -0.54130
H19 2.88060 1.53806 -0.42520
H20 3.87697 1.35894 1.01474
H21 1.09609 2.58350 1.23989
H22 -0.13209 3.86635 1.26730
H23 1.51255 4.21796 1.77771
H24 0.38769 2.33139 -1.27297
H25 0.34266 3.82457 -2.22785
H26 -0.79124 3.59992 -0.90149
O3 -5.07120 -2.57425 3.88334
P2 -3.99925 -3.41257 3.31503
N5 -3.26779 -2.50116 2.09859
C13 -2.46462 -3.08778 1.04889
C14 -2.71143 -1.23796 2.55951
N6 -4.84497 -4.69489 2.53553
C15 -5.39785 -4.46413 1.20542
C16 -5.85862 -5.25199 3.42602
N7 -2.67252 -4.33797 3.89098
C17 -2.50840 -5.73181 3.49091
C18 -2.45442 -4.19967 5.34318
H27 -1.45880 -3.37942 1.38836
H28 -2.35634 -2.36790 0.24101
H29 -2.93992 -3.96128 0.61626
H30 -1.75051 -1.37262 3.07925
H31 -3.40520 -0.74964 3.24223
H32 -2.55657 -0.56789 1.71207
H33 -5.94641 -3.51754 1.12318
H34 -6.08385 -5.27638 0.96038
H35 -4.62727 -4.48198 0.44013
H36 -6.74706 -4.61700 3.49827
H37 -5.45877 -5.37467 4.43563
H38 -6.15279 -6.24091 3.06825
H39 -3.25313 -6.40451 3.92692
H40 -1.51768 -6.04393 3.83131
H41 -2.53416 -5.84061 2.41166
H42 -3.22712 -4.70546 5.93302
H43 -2.45332 -3.14526 5.62459
H44 -1.48386 -4.61271 5.61833

Atoms 1-6, force components in eV/Å:
0.1 -0.2 -0.2
-0.6 0.5 0.7
0.4 0.1 -0.2
0.0 -0.2 -0.4
0.5 -0.2 0.1
-0.3 0.4 -0.4

The HOMO energy comes out at -9.90 eV. The value obtained for the LUMO energy is -4.59 eV. The energy comes out at -5275.49985 a.u. As for the charge: +1. The gap between HOMO and LUMO is 5.30 eV.

Atom charges from the Löwdin analysis, given in e for atoms 1 to 5: 0.177 -0.709 0.159 0.162 0.057


(4)
Density functional theory data (the ωB97M-V functional and the def2-TZVPD basis) for a structure of composition C59H50F2LaN4O2P3Si in a non-equilibrium geometry.

Geometry (Å):
La1 -0.13040 -0.19990 -0.59761
C1 3.93435 5.21597 -2.60116
C2 2.83475 5.72478 -1.93317
C3 2.10773 4.92821 -1.06344
C4 2.49136 3.61335 -0.82757
C5 3.58961 3.10457 -1.52273
C6 4.30192 3.89378 -2.40315
P1 1.60513 2.40531 0.23830
C7 3.11812 1.92920 1.18446
C8 3.53113 0.60274 1.11831
C9 4.72487 0.20497 1.69806
C10 5.52844 1.13153 2.33782
C11 5.13385 2.45795 2.39152
C12 3.93832 2.85516 1.82134
C13 0.59247 3.44891 1.36647
C14 1.02449 4.71478 1.76045
C15 0.19678 5.56888 2.46303
C16 -1.10284 5.18458 2.74395
C17 -1.52587 3.92297 2.37732
C18 -0.69048 3.01473 1.73246
Si1 -1.20089 1.14131 1.70637
C19 -0.92086 0.95960 3.62419
C20 -1.70225 1.66233 4.54225
C21 -1.60361 1.45228 5.90359
C22 -0.72431 0.49888 6.39402
C23 0.08778 -0.18108 5.51294
C24 0.00663 0.06557 4.14198
P2 1.26113 -0.67899 3.03399
C25 2.62722 -0.19110 4.17599
C26 2.75940 1.18721 4.33134
C27 3.69905 1.71616 5.19026
C28 4.53060 0.87298 5.90941
C29 4.40669 -0.49626 5.76207
C30 3.46313 -1.02968 4.89853
C31 0.98536 -2.44216 3.44488
C32 1.97735 -3.39048 3.20070
C33 1.72321 -4.73715 3.39146
C34 0.46850 -5.15893 3.79901
C35 -0.53178 -4.22606 4.00793
C36 -0.27946 -2.87936 3.82612
C37 -3.11956 0.98619 1.63858
C38 -3.83165 0.46016 2.71391
C39 -5.18082 0.17075 2.64119
C40 -5.85572 0.34740 1.44575
C41 -5.16424 0.80617 0.34075
C42 -3.81655 1.15693 0.43216
P3 -2.89342 1.49737 -1.09749
C43 -2.22010 3.20841 -0.97944
C44 -1.16905 3.51571 -1.83871
C45 -0.77748 4.82657 -2.03385
C46 -1.39018 5.84204 -1.31881
C47 -2.37911 5.53442 -0.40036
C48 -2.80787 4.22895 -0.24487
C49 -4.25865 2.04902 -2.22483
C50 -4.29211 1.56955 -3.52747
C51 -5.22087 2.05059 -4.43679
C52 -6.14716 2.99933 -4.04236
C53 -6.15681 3.44689 -2.73044
C54 -5.21278 2.98800 -1.83283
H1 4.50055 5.84078 -3.27594
H2 2.53931 6.75325 -2.08794
H3 1.24209 5.34061 -0.56903
H4 3.88686 2.07789 -1.36055
H5 5.14634 3.47646 -2.93323
H6 2.91064 -0.12028 0.60304
H7 5.03329 -0.82890 1.63217
H8 6.46090 0.82580 2.79004
H9 5.76574 3.19184 2.87157
H10 3.65338 3.89352 1.87655
H11 2.02455 5.04216 1.51890
H12 0.55673 6.53987 2.76985
H13 -1.77423 5.85286 3.26433
H14 -2.54067 3.62393 2.59665
H15 -2.41738 2.38840 4.19084
H16 -2.22743 2.01846 6.58131
H17 -0.66567 0.29697 7.45398
H18 0.79595 -0.91288 5.87883
H19 2.09796 1.84126 3.77769
H20 3.78198 2.78649 5.30527
H21 5.25943 1.28201 6.59372
H22 5.04125 -1.15928 6.33345
H23 3.36517 -2.10204 4.81735
H24 2.95267 -3.07447 2.84878
H25 2.50333 -5.46155 3.20283
H26 0.26660 -6.21038 3.93841
H27 -1.51819 -4.54761 4.30863
H28 -1.07210 -2.15958 3.97414
H29 -3.31144 0.25016 3.63494
H30 -5.69928 -0.21201 3.51002
H31 -6.90565 0.10309 1.36391
H32 -5.67903 0.87950 -0.60742
H33 -0.65464 2.72897 -2.37227
H34 0.00560 5.05117 -2.74376
H35 -1.09211 6.86918 -1.47180
H36 -2.83043 6.31758 0.19063
H37 -3.59305 3.99993 0.45849
H38 -3.59827 0.79735 -3.82922
H39 -5.22312 1.68320 -5.45268
H40 -6.86581 3.38681 -4.74942
H41 -6.90362 4.15729 -2.40344
H42 -5.23010 3.34951 -0.81594
O1 2.05351 0.13403 -2.22233
H43 1.82431 -0.42351 -3.01671
H44 2.90869 -0.21432 -1.94521
F1 1.54561 -2.38147 -1.09679
C55 1.29128 -1.95071 0.24270
F2 0.09310 -2.66585 0.57680
H45 2.07211 -2.48080 0.81684
N1 -0.76385 0.55142 -3.34670
H46 -1.47359 1.21364 -3.65158
H47 -1.11550 -0.37846 -3.57468
H48 0.05721 0.70056 -3.93130
N2 -2.04291 -4.04682 -1.39047
C56 -1.34775 -3.02987 -1.97242
O2 -1.52278 -1.84972 -1.55289
C57 -0.50047 -3.36497 -3.06511
C58 -0.37708 -4.67536 -3.52659
N3 -0.28391 -5.75699 -3.91302
C59 0.34220 -2.40854 -3.58642
N4 1.04449 -1.57181 -3.98153
H49 -2.48014 -3.85555 -0.50380
H50 -1.78300 -4.99851 -1.59243

Atoms 1-6, force components in eV/Å:
0.5 0.2 -2.2
0.0 0.0 0.0
0.1 0.1 -0.1
0.0 -0.1 0.1
-0.3 -0.1 -0.4
-0.1 0.0 0.0

The HOMO energy comes out at -7.24 eV. The value obtained for the LUMO energy is 0.13 eV. The energy comes out at -4192.73961 a.u. The gap between HOMO and LUMO is 7.37 eV.

Atom charges from the Löwdin analysis, given in e for atoms 1 to 5: 1.657 -0.085 -0.081 -0.119 -0.340